Model a:
18
Properties=species:S:1:pos:R:3 method="wB97M-V/def2-TZVPD" total_charge=0 spin_multiplicity=1 lumo_ev=0.83 orbital_gap_ev=9.286
C 1.5442 -1.5769 -0.2730
C 1.3622 0.8832 -0.3281
C 1.1373 1.9508 0.4454
C -0.6218 -0.5626 0.2117
C -1.5500 0.6610 0.0726
H 0.9630 -2.3727 -0.6896
H 1.7906 -1.7987 0.7346
H 2.4697 -1.4239 -0.8676
H 2.1827 0.9101 -1.0768
H 0.4170 1.9311 1.2924
H 1.6296 2.8872 0.2439
H -1.8794 -1.6310 1.1698
H -1.5025 1.2688 0.9824
H -1.2366 1.1886 -0.8273
H -3.1114 -0.4371 -1.3210
N 0.7210 -0.3590 -0.2693
N -0.9765 -1.6950 0.7100
S -3.3389 0.1763 -0.2099

***

Model b:
18
Properties=species:S:1:pos:R:3 method="wB97M-V/def2-TZVPD" total_charge=0 spin_multiplicity=1 lumo_ev=0.77 smiles="[H]/N=C(/NC(=C)C)SC" orbital_gap_ev=9.547
C 0.2854 1.8629 1.3546
C -1.5516 -0.2326 0.7336
C 0.4598 -0.7681 -0.6882
C 0.9493 -0.6040 -2.1009
C 1.2071 -1.3257 0.2447
H -0.2307 2.4645 0.6020
H 0.5580 2.5114 2.1808
H 1.2301 1.4308 1.0421
H -3.2361 -0.2600 1.5492
H -1.5394 -0.3560 -1.1840
H 1.9434 -0.8673 -2.3093
H 0.2837 -1.1682 -2.7467
H 0.8069 0.4917 -2.2936
H 0.9575 -1.6452 1.2653
H 2.2960 -1.4067 -0.0054
N -2.7828 -0.5718 0.7022
N -0.8042 -0.1933 -0.4760
S -0.8326 0.6374 2.1295

***

Calculated relative energies: model a 7.1; model b 0.0, given in kcal/mol